1.
Below is a molecular structure, C7H13N2, with properties calculated with ωB97M-V/def2-TZVPD.

Atoms and positions in Å:
C  -3.23  0.09  0.85
C  -2.18  0.57  0.22
C  -0.92  -0.11  0.36
C  0.06  -0.01  -0.52
C  1.29  -0.87  -0.31
C  1.74  0.29  1.21
C  -0.07  0.55  -1.88
N  2.33  1.41  0.90
N  1.15  -2.17  0.06
H  -4.26  0.44  0.59
H  -3.17  -0.66  1.56
H  -2.27  1.35  -0.54
H  -0.67  -0.45  1.35
H  2.11  -0.82  -1.12
H  1.23  0.20  2.07
H  -0.02  -0.31  -2.64
H  0.66  1.36  -1.98
H  -1.08  0.96  -2.09
H  2.31  2.20  1.53
H  2.90  1.55  0.05
H  0.28  -2.57  0.35
H  1.80  -2.99  -0.03

For the frontier orbital gap, the calculation gives 8.36 eV. The net charge is +1. The energy above the lowest of the compared OMol25 structures with the same formula, charge and spin comes out at 98.03 kcal/mol. The HOMO energy is -12.39 eV. The calculation puts the lowest unoccupied orbital energy at -4.024 eV. The maximum force is 6.81 eV/Å.

Atom charges from the natural (NBO) analysis, given in e for atoms 1 to 2: -0.291 -0.260

=====

2.
Below is a molecular structure, C21H32O8SbSi3Ti, with properties calculated with ωB97M-V/def2-TZVPD.

Atoms and positions in Å:
Ti  0.09  0.44  -0.03
O  -0.44  -4.33  3.69
C  -0.29  -3.41  2.95
C  -1.01  -3.20  1.59
O  -1.81  -3.95  1.09
C  -0.47  -1.93  1.10
C  0.44  -1.37  1.97
O  1.00  -0.24  1.62
C  0.67  -2.21  3.15
O  1.42  -2.05  4.08
O  -0.70  -1.27  -0.03
C  3.90  -2.66  -0.51
Si  4.36  -0.86  -0.64
C  4.57  -0.07  1.03
C  5.84  -0.59  -1.74
Sb  2.37  0.38  -1.66
Si  2.78  2.88  -1.36
C  1.63  3.85  -2.48
C  4.57  3.34  -1.65
C  2.31  3.16  0.43
Si  2.04  -0.16  -4.13
C  3.43  0.61  -5.11
C  2.03  -2.01  -4.27
C  0.38  0.54  -4.62
H  4.69  -3.20  0.01
H  3.77  -3.11  -1.49
H  2.98  -2.78  0.06
H  5.35  -0.58  1.61
H  3.64  -0.12  1.60
H  4.86  0.98  0.93
H  6.73  -1.08  -1.32
H  6.05  0.47  -1.85
H  5.67  -1.01  -2.74
H  1.35  3.30  -3.38
H  2.10  4.78  -2.80
H  0.71  4.10  -1.94
H  4.88  3.12  -2.67
H  5.22  2.78  -0.97
H  4.71  4.41  -1.47
H  1.23  3.04  0.57
H  2.55  4.18  0.77
H  2.82  2.46  1.10
H  4.39  0.18  -4.84
H  3.48  1.69  -4.95
H  3.27  0.44  -6.18
H  2.99  -2.44  -3.96
H  1.85  -2.32  -5.30
H  1.25  -2.44  -3.64
H  0.36  1.63  -4.58
H  -0.40  0.17  -3.96
H  0.14  0.24  -5.64
O  -1.99  3.30  -3.20
C  -2.47  3.93  -2.12
C  -3.24  5.08  -2.34
C  -3.75  5.78  -1.26
C  -3.53  5.36  0.05
C  -2.77  4.23  0.27
C  -2.24  3.51  -0.80
C  -1.43  2.33  -0.53
O  -1.14  1.95  0.65
O  -0.91  1.63  -1.48
H  -1.48  2.53  -2.89
H  -3.40  5.40  -3.36
H  -4.34  6.67  -1.45
H  -3.94  5.91  0.88
H  -2.58  3.88  1.27

For the frontier orbital gap (spin up / spin down), the calculation gives 8.06 / 8.11 eV. The energy above the lowest of the compared OMol25 structures with the same formula, charge and spin comes out at 0.00 kcal/mol. The HOMO energy (spin up / spin down) is -8.43 / -8.44 eV. The calculation puts the lowest unoccupied orbital energy (spin up / spin down) at -0.375 / -0.326 eV. The multiplicity is 2. The maximum force is 0.41 eV/Å.

Atom charges from the natural (NBO) analysis, given in e for atoms 1 to 2: 1.662 -0.448

=====

3.
Below is a single C5H8N2O molecule, with properties calculated with ωB97M-V/def2-TZVPD.

Atoms and positions in Å:
C  -0.09  -0.85  1.59
C  0.08  0.37  0.70
C  1.25  1.23  0.95
C  0.96  0.43  -0.41
N  0.76  -0.88  -1.08
N  -0.50  -0.78  -1.52
C  -1.31  -0.04  -0.89
O  -1.28  0.66  0.29
H  -0.87  -0.50  2.39
H  0.91  -0.84  2.29
H  -0.22  -1.78  0.95
H  2.01  0.79  1.66
H  1.10  2.24  0.75
H  0.92  1.27  -1.21
H  1.66  -1.32  -1.60
H  -2.43  -0.36  -1.01

For the frontier orbital gap, the calculation gives 9.08 eV. The energy above the lowest of the compared OMol25 structures with the same formula, charge and spin comes out at 153.68 kcal/mol. The HOMO energy is -8.27 eV. The calculation puts the lowest unoccupied orbital energy at 0.815 eV. Its SMILES is C[C@@]12C[C@H]1NN=CO2. The maximum force is 6.41 eV/Å.

Atom charges from the natural (NBO) analysis, given in e for atoms 1 to 2: -0.629 0.163

=====

4.
Below is 3 unconnected molecules or ions with the total composition C6H18O3, with properties calculated with ωB97M-V/def2-TZVPD.

Atoms and positions in Å:
C  -2.41  -3.83  3.13
C  -1.94  -2.61  2.33
O  -0.59  -2.62  2.17
H  -2.10  -4.74  2.63
H  -3.50  -3.79  3.18
H  -2.09  -3.72  4.17
H  -2.12  -1.66  2.83
H  -2.46  -2.48  1.38
H  -0.30  -1.83  1.71
C  -1.17  3.16  0.38
C  0.27  3.49  0.71
O  1.07  3.83  -0.43
H  -1.12  2.34  -0.34
H  -1.76  4.03  0.10
H  -1.56  2.70  1.29
H  0.83  2.82  1.36
H  0.26  4.43  1.25
H  1.96  3.96  -0.12
C  2.13  0.03  -3.83
C  1.98  -1.09  -2.75
O  2.21  -0.47  -1.44
H  1.86  -0.25  -4.85
H  3.14  0.42  -3.88
H  1.47  0.87  -3.59
H  2.61  -1.97  -2.91
H  0.97  -1.48  -2.88
H  2.35  0.46  -1.62

For the frontier orbital gap, the calculation gives 10.41 eV. The energy above the lowest of the compared OMol25 structures with the same formula, charge and spin comes out at 37.23 kcal/mol. The HOMO energy is -9.84 eV. The calculation puts the lowest unoccupied orbital energy at 0.562 eV. Its SMILES is CCO.CCO.CCO. The maximum force is 3.15 eV/Å.

Atom charges from the natural (NBO) analysis, given in e for atoms 1 to 2: -0.626 -0.045